No. 1
Density functional theory data (ωB97M-V with the def2-TZVPD basis set) for an isolated ion of composition C5H14N3 and charge +1 at a distorted geometry.

- LUMO (eV) = -3.076
- max |F| (eV Å⁻¹) = 3.6
- ΔE to the lowest compared entry with this formula, charge and spin (kcal/mol) = 85.8
- total charge = +1
- energy (eV) = -9873.4465
- SMILES string = C[C@H]1C[C@@H](N)N(C)[NH2+]1

Cartesian coordinates (Å):
C (-0.246, 0.574, 2.363)
H (0.044, 1.607, 2.745)
N (0.326, 0.410, 1.043)
H (-0.820, 1.435, -2.419)
C (-1.047, 0.370, -2.435)
H (-0.261, 1.720, -0.495)
H (-1.517, 0.990, 0.241)
H (0.599, -1.779, 1.226)
H (2.640, -0.695, 1.869)
H (1.385, -0.426, -1.428)
H (-2.048, 0.209, -2.737)
C (-0.759, -0.163, -1.037)
H (-1.366, 0.409, 2.690)
N (-0.585, 0.872, 0.021)
C (0.948, -0.864, 0.677)
H (-0.381, -0.191, -3.072)
C (0.545, -0.831, -0.911)
H (2.686, 0.135, 0.273)
H (0.450, -1.821, -1.137)
N (2.349, -0.667, 0.901)
H (0.159, -0.098, 3.062)
H (-1.532, -0.814, -0.718)

=====

No. 2
Density functional theory data (ωB97M-V with the def2-TZVPD basis set) for a 2-piece molecular cluster, C3H10NO2 overall at a distorted geometry.

- LUMO (eV) = -3.595
- max |F| (eV Å⁻¹) = 1.8
- ΔE to the lowest compared entry with this formula, charge and spin (kcal/mol) = 23.4
- total charge = +1
- energy (eV) = -8851.3255

Cartesian coordinates (Å):
N (0.691, -0.330, 0.181)
H (2.900, 1.950, -0.938)
H (-2.516, 0.728, 0.110)
H (-0.577, 0.149, -1.392)
C (-0.702, -0.292, -0.405)
H (2.527, 2.741, 0.262)
H (1.216, 0.556, 0.071)
O (2.368, 1.882, -0.141)
O (-0.151, -2.615, -0.964)
H (1.285, -0.970, -0.344)
H (-1.919, -0.552, 1.303)
H (0.613, -0.562, 1.165)
H (-1.916, -2.162, -0.150)
C (-1.681, 0.273, 0.630)
C (-0.966, -1.833, -0.606)
H (-1.172, 1.036, 1.218)

=====

No. 3
Density functional theory data (ωB97M-V with the def2-TZVPD basis set) for a 4-piece molecular cluster, C27H25Br2NO13P overall at a distorted geometry.

- LUMO (eV) = -4.722
- max |F| (eV Å⁻¹) = 6.6
- total charge = +1
- energy (eV) = -205873.7618

Cartesian coordinates (Å):
C (5.865, -3.961, -2.726)
C (-7.052, 4.786, 4.248)
H (-7.561, 5.369, 5.945)
C (4.487, 1.876, 1.880)
O (2.604, -5.830, -4.589)
O (4.965, -7.084, -4.137)
C (-6.281, 3.986, 2.085)
C (-1.998, -1.475, -4.875)
H (4.461, 3.661, 3.320)
H (2.950, -6.723, -4.781)
H (0.642, -0.747, -3.404)
H (5.577, 1.635, 2.105)
P (-1.256, 2.270, 0.799)
C (-5.773, 4.338, 4.876)
C (-2.255, -3.985, -4.620)
H (-3.762, -4.777, -5.379)
C (-0.497, 0.617, 3.172)
H (-3.178, 1.471, 0.215)
C (-0.330, -2.842, -3.673)
C (-4.781, 3.682, 4.022)
H (4.298, -0.172, 2.632)
H (6.534, -2.406, -1.939)
H (0.296, -0.575, 4.924)
O (-0.131, -0.433, -3.912)
H (-1.561, 0.703, 3.517)
O (-2.851, 1.746, 1.100)
H (-1.550, 4.091, 2.454)
N (2.329, 0.517, 2.198)
C (0.582, -0.100, 3.949)
H (4.406, 2.433, 0.910)
C (1.961, -0.112, 3.406)
H (0.075, 4.140, 1.656)
H (-0.725, -4.981, -3.539)
O (-4.105, 2.904, 1.907)
H (-4.515, 2.912, 1.023)
O (-3.804, -2.673, -5.792)
C (3.476, -3.911, -3.568)
O (-6.445, 3.829, 0.889)
H (-1.399, 4.819, 0.714)
Br (1.851, 2.151, -0.232)
H (-3.866, 3.347, 4.492)
H (2.559, -3.356, -3.708)
H (-2.390, -0.540, -5.251)
C (-1.040, 4.049, 1.447)
C (3.768, 0.432, 1.831)
C (3.950, 2.672, 3.146)
C (4.886, -5.928, -3.769)
C (-1.111, -4.049, -3.929)
C (-7.283, 4.619, 2.942)
H (-8.204, 4.941, 2.474)
C (6.001, -5.227, -3.129)
O (0.725, -2.860, -3.060)
O (-7.964, 5.365, 5.055)
O (4.489, -2.069, -2.509)
C (1.381, 1.214, 1.424)
C (4.581, -3.220, -2.908)
H (2.838, 2.867, 3.122)
O (-5.592, 4.523, 6.064)
Br (4.105, -0.534, 0.135)
H (4.129, 2.023, 4.068)
C (3.612, -5.176, -3.975)
C (-0.859, -1.541, -4.182)
O (-2.990, -5.087, -4.865)
C (-2.770, -2.688, -5.154)
H (6.925, -5.776, -3.001)
C (-5.014, 3.513, 2.718)
C (-0.049, 1.280, 1.887)
O (6.883, -3.296, -2.135)
H (2.755, -0.644, 3.990)

=====

Copy entry 2 word for word.
Density functional theory data (ωB97M-V with the def2-TZVPD basis set) for a 2-piece molecular cluster, C3H10NO2 overall at a distorted geometry.

- LUMO (eV) = -3.595
- max |F| (eV Å⁻¹) = 1.8
- ΔE to the lowest compared entry with this formula, charge and spin (kcal/mol) = 23.4
- total charge = +1
- energy (eV) = -8851.3255

Cartesian coordinates (Å):
N (0.691, -0.330, 0.181)
H (2.900, 1.950, -0.938)
H (-2.516, 0.728, 0.110)
H (-0.577, 0.149, -1.392)
C (-0.702, -0.292, -0.405)
H (2.527, 2.741, 0.262)
H (1.216, 0.556, 0.071)
O (2.368, 1.882, -0.141)
O (-0.151, -2.615, -0.964)
H (1.285, -0.970, -0.344)
H (-1.919, -0.552, 1.303)
H (0.613, -0.562, 1.165)
H (-1.916, -2.162, -0.150)
C (-1.681, 0.273, 0.630)
C (-0.966, -1.833, -0.606)
H (-1.172, 1.036, 1.218)

=====

Copy entry 3 word for word.
Density functional theory data (ωB97M-V with the def2-TZVPD basis set) for a 4-piece molecular cluster, C27H25Br2NO13P overall at a distorted geometry.

- LUMO (eV) = -4.722
- max |F| (eV Å⁻¹) = 6.6
- total charge = +1
- energy (eV) = -205873.7618

Cartesian coordinates (Å):
C (5.865, -3.961, -2.726)
C (-7.052, 4.786, 4.248)
H (-7.561, 5.369, 5.945)
C (4.487, 1.876, 1.880)
O (2.604, -5.830, -4.589)
O (4.965, -7.084, -4.137)
C (-6.281, 3.986, 2.085)
C (-1.998, -1.475, -4.875)
H (4.461, 3.661, 3.320)
H (2.950, -6.723, -4.781)
H (0.642, -0.747, -3.404)
H (5.577, 1.635, 2.105)
P (-1.256, 2.270, 0.799)
C (-5.773, 4.338, 4.876)
C (-2.255, -3.985, -4.620)
H (-3.762, -4.777, -5.379)
C (-0.497, 0.617, 3.172)
H (-3.178, 1.471, 0.215)
C (-0.330, -2.842, -3.673)
C (-4.781, 3.682, 4.022)
H (4.298, -0.172, 2.632)
H (6.534, -2.406, -1.939)
H (0.296, -0.575, 4.924)
O (-0.131, -0.433, -3.912)
H (-1.561, 0.703, 3.517)
O (-2.851, 1.746, 1.100)
H (-1.550, 4.091, 2.454)
N (2.329, 0.517, 2.198)
C (0.582, -0.100, 3.949)
H (4.406, 2.433, 0.910)
C (1.961, -0.112, 3.406)
H (0.075, 4.140, 1.656)
H (-0.725, -4.981, -3.539)
O (-4.105, 2.904, 1.907)
H (-4.515, 2.912, 1.023)
O (-3.804, -2.673, -5.792)
C (3.476, -3.911, -3.568)
O (-6.445, 3.829, 0.889)
H (-1.399, 4.819, 0.714)
Br (1.851, 2.151, -0.232)
H (-3.866, 3.347, 4.492)
H (2.559, -3.356, -3.708)
H (-2.390, -0.540, -5.251)
C (-1.040, 4.049, 1.447)
C (3.768, 0.432, 1.831)
C (3.950, 2.672, 3.146)
C (4.886, -5.928, -3.769)
C (-1.111, -4.049, -3.929)
C (-7.283, 4.619, 2.942)
H (-8.204, 4.941, 2.474)
C (6.001, -5.227, -3.129)
O (0.725, -2.860, -3.060)
O (-7.964, 5.365, 5.055)
O (4.489, -2.069, -2.509)
C (1.381, 1.214, 1.424)
C (4.581, -3.220, -2.908)
H (2.838, 2.867, 3.122)
O (-5.592, 4.523, 6.064)
Br (4.105, -0.534, 0.135)
H (4.129, 2.023, 4.068)
C (3.612, -5.176, -3.975)
C (-0.859, -1.541, -4.182)
O (-2.990, -5.087, -4.865)
C (-2.770, -2.688, -5.154)
H (6.925, -5.776, -3.001)
C (-5.014, 3.513, 2.718)
C (-0.049, 1.280, 1.887)
O (6.883, -3.296, -2.135)
H (2.755, -0.644, 3.990)

=====

Repeat the third record exactly.
Density functional theory data (ωB97M-V with the def2-TZVPD basis set) for a 4-piece molecular cluster, C27H25Br2NO13P overall at a distorted geometry.

- LUMO (eV) = -4.722
- max |F| (eV Å⁻¹) = 6.6
- total charge = +1
- energy (eV) = -205873.7618

Cartesian coordinates (Å):
C (5.865, -3.961, -2.726)
C (-7.052, 4.786, 4.248)
H (-7.561, 5.369, 5.945)
C (4.487, 1.876, 1.880)
O (2.604, -5.830, -4.589)
O (4.965, -7.084, -4.137)
C (-6.281, 3.986, 2.085)
C (-1.998, -1.475, -4.875)
H (4.461, 3.661, 3.320)
H (2.950, -6.723, -4.781)
H (0.642, -0.747, -3.404)
H (5.577, 1.635, 2.105)
P (-1.256, 2.270, 0.799)
C (-5.773, 4.338, 4.876)
C (-2.255, -3.985, -4.620)
H (-3.762, -4.777, -5.379)
C (-0.497, 0.617, 3.172)
H (-3.178, 1.471, 0.215)
C (-0.330, -2.842, -3.673)
C (-4.781, 3.682, 4.022)
H (4.298, -0.172, 2.632)
H (6.534, -2.406, -1.939)
H (0.296, -0.575, 4.924)
O (-0.131, -0.433, -3.912)
H (-1.561, 0.703, 3.517)
O (-2.851, 1.746, 1.100)
H (-1.550, 4.091, 2.454)
N (2.329, 0.517, 2.198)
C (0.582, -0.100, 3.949)
H (4.406, 2.433, 0.910)
C (1.961, -0.112, 3.406)
H (0.075, 4.140, 1.656)
H (-0.725, -4.981, -3.539)
O (-4.105, 2.904, 1.907)
H (-4.515, 2.912, 1.023)
O (-3.804, -2.673, -5.792)
C (3.476, -3.911, -3.568)
O (-6.445, 3.829, 0.889)
H (-1.399, 4.819, 0.714)
Br (1.851, 2.151, -0.232)
H (-3.866, 3.347, 4.492)
H (2.559, -3.356, -3.708)
H (-2.390, -0.540, -5.251)
C (-1.040, 4.049, 1.447)
C (3.768, 0.432, 1.831)
C (3.950, 2.672, 3.146)
C (4.886, -5.928, -3.769)
C (-1.111, -4.049, -3.929)
C (-7.283, 4.619, 2.942)
H (-8.204, 4.941, 2.474)
C (6.001, -5.227, -3.129)
O (0.725, -2.860, -3.060)
O (-7.964, 5.365, 5.055)
O (4.489, -2.069, -2.509)
C (1.381, 1.214, 1.424)
C (4.581, -3.220, -2.908)
H (2.838, 2.867, 3.122)
O (-5.592, 4.523, 6.064)
Br (4.105, -0.534, 0.135)
H (4.129, 2.023, 4.068)
C (3.612, -5.176, -3.975)
C (-0.859, -1.541, -4.182)
O (-2.990, -5.087, -4.865)
C (-2.770, -2.688, -5.154)
H (6.925, -5.776, -3.001)
C (-5.014, 3.513, 2.718)
C (-0.049, 1.280, 1.887)
O (6.883, -3.296, -2.135)
H (2.755, -0.644, 3.990)

=====

Which value of max |F| does entry 3 give?
6.6 eV Å⁻¹